Record 1
The following is a quantum chemistry calculation of C19H26N13O4PdS as an isolated structure, from the Open Molecules 2025 dataset.

Structure (XYZ):
```
64
Properties=species:S:1:pos:R:3:forces:R:3
Pd -0.561 -0.030 0.701 -0.24 -0.30 0.28
C 2.655 -0.868 -1.320 0.06 0.12 -0.05
N 2.285 0.061 -0.280 -0.10 -0.13 -0.15
C 2.460 1.442 -0.679 -0.10 0.02 0.05
C 2.913 -0.231 0.987 0.04 0.05 0.08
C 2.091 0.105 2.219 0.00 -0.06 -0.06
C 2.794 0.232 3.420 0.00 0.02 -0.06
C 2.145 0.446 4.622 -0.04 0.01 0.02
C 0.759 0.550 4.629 0.04 -0.01 -0.01
C 0.057 0.443 3.439 0.07 0.01 -0.02
C 0.701 0.211 2.215 0.13 0.13 -0.04
H 3.721 -0.801 -1.607 0.01 -0.01 0.01
H 2.060 -0.670 -2.215 0.03 0.01 -0.01
H 2.454 -1.891 -0.996 -0.01 0.00 0.00
H 3.512 1.668 -0.930 0.00 0.00 0.03
H 2.128 2.102 0.123 -0.01 -0.01 0.00
H 1.841 1.658 -1.552 0.00 -0.01 -0.01
H 3.881 0.296 1.073 0.05 -0.07 -0.02
H 3.152 -1.299 1.013 -0.07 -0.02 0.01
H 3.878 0.162 3.400 0.00 0.00 0.01
H 2.712 0.542 5.540 -0.01 0.00 0.00
H 0.227 0.730 5.556 0.00 0.00 0.00
H -1.021 0.551 3.463 -0.01 0.01 -0.03
N -3.358 1.844 0.272 0.04 0.04 0.15
C -3.482 0.526 -0.091 -0.21 -0.03 -0.04
N -4.678 -0.015 -0.304 -0.04 -0.08 -0.04
N -4.412 -1.284 -0.635 0.12 -0.01 0.01
N -3.137 -1.497 -0.619 -0.15 0.03 0.04
N -2.500 -0.352 -0.281 0.23 0.32 0.00
C -2.207 2.501 0.649 0.01 -0.13 -0.27
N -2.154 3.802 0.852 0.04 0.12 0.00
N -0.851 4.041 1.122 0.03 -0.05 0.00
N -0.166 2.955 1.083 -0.16 0.02 0.11
N -1.013 1.935 0.791 0.15 -0.14 0.00
H -4.210 2.375 0.318 0.00 -0.02 -0.01
C -3.264 -3.087 2.196 -0.05 -0.03 0.01
C -4.241 -3.994 1.462 0.07 0.06 0.01
S -3.475 -5.451 0.791 -0.01 -0.06 -0.10
O -4.520 -6.359 0.379 0.00 0.04 0.02
O -2.466 -5.919 1.714 0.05 -0.02 0.02
C -2.633 -4.908 -0.712 0.01 0.05 0.01
C -1.132 -5.193 -0.721 -0.01 -0.01 0.07
N -0.389 -4.165 0.014 -0.06 -0.19 0.10
C -0.411 -2.870 -0.369 0.14 0.16 -0.14
N -0.080 -2.075 0.638 0.04 0.18 -0.05
C 0.220 -2.875 1.701 -0.19 0.06 0.25
C 0.013 -4.166 1.338 0.07 0.02 -0.09
N 0.352 -5.337 2.085 -0.21 -0.14 0.09
O 0.460 -5.204 3.290 0.05 -0.04 -0.25
O 0.531 -6.375 1.468 0.06 0.16 0.12
C -0.637 -2.444 -1.775 0.05 -0.02 -0.01
H -3.823 -2.346 2.767 -0.02 0.02 -0.03
H -2.631 -2.539 1.500 0.02 -0.04 -0.01
H -2.642 -3.660 2.882 -0.02 0.00 0.03
H -4.734 -3.488 0.629 -0.01 0.02 0.02
H -5.007 -4.405 2.122 0.01 -0.03 0.01
H -2.845 -3.840 -0.831 0.01 -0.01 -0.01
H -3.131 -5.451 -1.514 0.01 -0.03 0.00
H -0.777 -5.178 -1.750 0.02 -0.02 -0.03
H -0.895 -6.159 -0.287 -0.01 0.04 0.00
H 0.550 -2.478 2.647 0.03 -0.01 -0.03
H -0.080 -3.095 -2.451 0.04 0.01 0.01
H -0.275 -1.424 -1.880 -0.03 0.02 0.02
H -1.693 -2.453 -2.034 0.03 -0.01 -0.01
```
Forces are in eV/Å.

Calculated values
E_LUMO in eV: 1.6
Largest force on an atom in eV/Å: 0.471
Net charge: -1
Relative energy (zero: lowest compared OMol25 entry of this formula, charge and spin) in kcal/mol: 0.00

=====

Record 2
The following is a quantum chemistry calculation of an isolated molecule of C19H26N2O2S in a non-equilibrium geometry, from the Open Molecules 2025 dataset.

Structure (XYZ):
```
50
Properties=species:S:1:pos:R:3:forces:R:3
C 1.785 1.513 -5.470 -0.61 -0.40 1.05
C 0.440 0.834 -5.850 0.98 0.48 0.47
S -0.966 1.586 -5.003 -1.86 0.74 -1.26
O -2.165 0.868 -5.459 1.52 0.18 1.08
O -0.965 3.017 -5.351 0.68 -1.54 1.14
C -0.706 1.329 -3.205 -0.81 -0.53 0.19
C -0.144 2.338 -2.425 0.81 0.94 -0.17
C 0.198 2.127 -1.095 0.31 0.72 0.20
C -0.106 0.929 -0.496 -0.50 -1.41 0.31
C -0.845 -0.032 -1.210 0.13 0.05 -0.69
C -1.134 0.145 -2.554 0.29 0.28 -1.30
N -1.042 -1.181 -0.475 0.22 0.33 0.41
C -0.432 -0.970 0.657 0.16 0.12 -0.14
C -0.287 -2.102 1.662 0.47 0.38 0.24
C 1.132 -2.675 1.513 -0.25 -0.22 0.13
C -0.527 -1.702 3.104 -0.59 0.34 0.65
C -1.044 -2.928 3.863 0.39 -0.24 0.25
C -1.579 -3.904 2.819 0.25 -0.35 -0.51
C -1.320 -3.210 1.461 -1.10 -0.89 -1.39
N 0.175 0.310 0.724 0.16 -0.15 0.21
C 1.015 0.891 1.795 -0.73 -0.01 0.49
C 0.257 1.860 2.702 -0.04 0.88 -1.03
C 1.010 2.678 3.715 0.30 -0.35 0.15
C 0.554 3.355 2.444 -0.35 -0.44 0.16
H 1.827 2.593 -5.602 -0.39 -0.07 -0.34
H 2.634 1.066 -5.969 0.03 -0.21 -0.29
H 1.927 1.351 -4.395 0.19 -0.01 -0.08
H 0.232 1.005 -6.897 -0.39 0.04 -0.26
H 0.450 -0.252 -5.669 -0.09 0.45 0.12
H 0.115 3.332 -2.832 -0.27 -0.80 -0.09
H 0.714 2.901 -0.546 -0.01 0.13 -0.01
H -1.592 -0.675 -3.112 0.01 0.34 0.13
H 1.891 -1.965 1.850 0.01 -0.03 -0.23
H 1.274 -2.952 0.468 0.30 -0.01 0.04
H 1.229 -3.571 2.136 0.01 0.06 -0.11
H -1.372 -1.033 3.162 -0.17 0.75 -0.31
H 0.313 -1.195 3.572 0.10 -0.12 0.14
H -1.827 -2.620 4.537 -0.15 0.07 0.42
H -0.271 -3.419 4.446 0.15 0.07 0.20
H -2.649 -4.165 2.959 0.69 0.20 -0.13
H -0.996 -4.836 2.876 -0.35 0.16 -0.04
H -2.287 -2.822 1.068 0.78 0.03 0.21
H -0.970 -3.938 0.688 -0.29 0.57 0.53
H 1.872 1.415 1.370 -0.05 -0.10 -0.28
H 1.417 0.110 2.427 0.02 -0.47 -0.24
H -0.787 1.586 2.910 0.56 0.15 -0.06
H 0.463 2.939 4.624 0.33 -0.16 -0.23
H 2.080 2.417 3.865 -0.84 0.45 -0.16
H 1.320 3.628 1.702 -0.50 -0.29 0.35
H -0.310 4.025 2.495 0.51 -0.11 0.08
```
Forces are in eV/Å.

Calculated values
SMILES: CCS(=O)(=O)c1ccc2c(c1)nc(C1(C)CCCC1)n2CC1CC1
E_LUMO in eV: 0.5
Largest force on an atom in eV/Å: 2.368
Relative energy (zero: lowest compared OMol25 entry of this formula, charge and spin) in kcal/mol: 54.07

=====

Record 3
The following is a quantum chemistry calculation of an isolated molecule of C19H26N2O2S in a non-equilibrium geometry, from the Open Molecules 2025 dataset.

Structure (XYZ):
```
50
Properties=species:S:1:pos:R:3:forces:R:3
O -3.078 4.686 -0.603 -0.39 -0.99 1.13
O -0.307 -1.653 -1.556 -0.57 -0.45 -0.80
S -0.763 1.675 -1.568 -0.56 -0.97 1.69
C -2.436 3.851 -1.226 -0.63 3.60 -1.12
C -2.600 1.821 0.247 -0.46 -0.63 0.96
C -1.950 0.570 0.507 0.82 0.40 -1.14
C -2.092 2.524 -0.782 1.13 -0.95 -0.76
C -0.899 0.358 -0.384 -0.39 -0.21 1.00
N -1.964 4.312 -2.438 0.70 -2.37 0.12
N 1.878 -0.430 1.861 0.28 -0.50 0.23
C -1.700 -1.941 -1.778 0.35 0.17 1.37
C 0.550 -1.032 2.067 0.17 0.61 -0.78
C 2.038 0.286 0.588 -0.47 0.22 0.52
C 2.238 -2.868 0.142 -0.22 -0.30 -0.15
C 0.776 -3.106 0.641 0.60 0.72 -0.31
C 2.318 -1.787 -0.944 0.29 0.16 -0.15
C 1.655 1.723 3.470 1.34 0.32 0.52
C 2.150 -0.168 4.502 0.49 0.64 -1.04
C 3.684 0.821 3.299 -0.06 0.25 -0.28
C 0.039 -0.876 -0.403 -1.34 -0.12 -0.46
C 2.768 1.248 4.438 0.76 1.29 2.42
C -0.038 -1.782 0.863 0.96 -0.29 0.32
C 1.487 -0.497 -0.606 1.34 -0.66 -0.29
C 2.245 0.363 3.031 -1.30 -2.58 -2.63
H -3.430 2.166 0.855 0.11 0.18 -0.17
H -2.259 -0.106 1.325 0.39 0.45 -0.68
H -2.096 5.265 -2.704 -0.11 0.15 0.07
H -1.445 3.658 -3.003 -0.02 0.55 -0.39
H -1.827 -2.857 -2.354 0.42 0.05 0.04
H -2.215 -2.058 -0.802 0.11 -0.09 -0.52
H -2.178 -1.123 -2.297 -0.17 0.32 -0.25
H 0.631 -1.731 2.883 -0.05 -0.13 0.47
H -0.149 -0.240 2.313 -0.40 0.31 0.47
H 1.479 1.238 0.696 0.19 0.03 -0.43
H 3.095 0.536 0.364 -0.44 -0.21 0.47
H 2.876 -2.584 0.979 -0.10 -0.06 0.02
H 2.636 -3.816 -0.287 -0.25 0.50 0.37
H 0.819 -3.717 1.552 -0.20 0.36 -0.02
H 0.269 -3.700 -0.097 -0.35 -0.30 -0.44
H 3.374 -1.518 -1.159 -0.43 0.09 0.50
H 2.007 -2.230 -1.900 -0.39 0.36 0.28
H 0.695 1.818 3.969 -0.21 -0.31 -0.38
H 1.936 2.610 2.886 -0.19 -0.30 0.04
H 2.822 -0.998 4.682 0.20 -0.02 0.22
H 1.199 -0.292 5.016 -0.16 0.21 -0.33
H 4.452 0.081 3.551 -0.47 -0.13 -0.10
H 4.118 1.568 2.616 -0.45 0.06 0.35
H 3.094 1.795 5.306 0.11 0.31 0.39
H -1.074 -2.062 1.136 0.40 0.23 -0.29
H 1.620 0.159 -1.471 -0.39 0.06 -0.07
```
Forces are in eV/Å.

Calculated values
E_LUMO in eV: 0.2
Largest force on an atom in eV/Å: 3.903
Relative energy (zero: lowest compared OMol25 entry of this formula, charge and spin) in kcal/mol: 88.48

=====

Record 4
The following is a quantum chemistry calculation of C19H26N2O3S as an isolated structure in a non-equilibrium geometry, from the Open Molecules 2025 dataset.

Structure (XYZ):
```
51
Properties=species:S:1:pos:R:3:forces:R:3
C -1.276 2.906 5.634 -2.97 -0.86 -4.24
H -2.191 2.767 5.089 -0.77 -1.06 -0.89
O -0.346 3.443 4.888 6.06 -0.12 -5.38
C 0.289 2.587 3.860 0.65 6.82 1.82
C -0.073 1.439 3.550 -5.80 -12.29 -0.03
C 0.537 0.421 2.600 3.34 8.66 1.25
C 1.671 0.806 1.845 -6.37 4.42 3.02
C 1.857 2.313 2.023 -5.35 -6.17 4.12
C 1.279 3.064 2.970 1.43 3.08 1.92
H 1.710 4.067 3.265 -0.57 -0.91 -0.96
H 2.568 2.505 1.475 7.27 3.63 -5.33
C 1.965 0.100 0.640 7.00 -1.59 2.57
H 3.280 0.431 0.670 -3.22 -1.86 -0.78
H 1.836 -1.019 1.005 0.37 1.83 -1.75
C 1.415 0.604 -0.636 1.53 -4.37 0.22
N 1.903 -0.498 -1.673 -0.68 3.26 2.86
C 2.621 0.151 -2.714 -8.58 -14.48 0.00
O 3.051 1.151 -2.792 5.66 12.04 0.04
C 2.322 -0.812 -3.834 7.28 -1.10 -5.17
C 1.028 -1.450 -4.186 1.60 -0.66 -0.98
C 0.234 -1.696 -3.026 -1.58 -5.91 3.76
C 1.204 -1.899 -1.774 -4.47 8.96 0.56
H 1.914 -2.543 -1.830 4.45 -4.38 -1.17
H 0.723 -2.073 -0.786 -0.01 0.33 -0.78
C -1.163 -0.671 -2.771 10.00 -15.87 -0.83
O -1.028 0.307 -3.170 0.42 17.71 -8.32
N -1.680 -1.100 -1.776 -11.71 -4.55 10.28
C -2.118 -2.454 -1.022 7.63 -1.92 -1.72
H -1.124 -3.254 -1.435 -3.19 2.11 1.15
C -1.737 -2.263 0.508 -4.58 1.25 -2.46
H -1.979 -3.186 0.969 1.10 -0.95 0.73
H -0.877 -1.644 0.609 1.01 -0.44 0.41
S -3.170 -1.218 1.155 1.83 0.60 -0.88
C -2.752 0.266 -0.049 -5.33 -7.38 -2.31
C -2.853 -0.239 -1.493 -2.11 -3.51 5.53
H -2.977 0.518 -2.052 0.68 5.84 -4.37
H -3.959 -0.581 -1.703 2.12 -0.98 0.77
H -3.566 0.698 0.312 -3.34 3.31 0.69
H -1.928 0.614 0.229 6.99 3.18 2.17
H -3.017 -3.031 -1.302 0.10 1.33 0.09
H 0.012 -2.840 -2.928 -0.89 1.46 -1.29
H 0.527 -0.767 -4.682 -2.76 3.89 -2.64
H 1.109 -2.187 -5.015 0.39 -0.31 1.15
H 3.027 -0.357 -4.827 -2.64 -0.92 2.27
H 3.014 -1.729 -3.778 -0.46 1.18 0.84
H 0.396 0.609 -0.343 -1.68 0.32 -1.26
H 1.886 1.544 -0.768 -0.10 0.85 -1.00
H 0.210 -0.477 2.616 -2.55 -5.97 0.03
H -1.115 0.877 4.167 3.28 1.87 -1.79
H -1.574 3.672 6.110 -2.00 5.24 4.86
H -1.085 2.124 6.175 1.54 -4.60 3.22
```
Forces are in eV/Å.

Calculated values
E_LUMO in eV: 0.4
Largest force on an atom in eV/Å: 19.573
Relative energy (zero: lowest compared OMol25 entry of this formula, charge and spin) in kcal/mol: 451.98